# 1
Density functional theory data (ωB97M-V/def2-TZVPD) for C24H17BrN4O4Rh as an isolated structure at a distorted geometry.

Atoms and positions in Å:
Rh1 0.81 0.04 0.01
C1 5.59 -2.65 0.66
C2 4.32 -2.85 1.20
C3 3.37 -1.85 1.12
C4 3.67 -0.64 0.47
C5 4.96 -0.45 -0.07
C6 5.89 -1.45 0.02
N1 2.75 0.36 0.37
N2 3.18 1.59 0.27
C7 2.25 2.53 0.19
C8 2.51 3.91 0.17
C9 1.46 4.79 0.05
C10 0.15 4.33 -0.06
C11 -0.09 2.96 -0.04
C12 0.90 2.01 0.10
H1 6.34 -3.42 0.75
H2 4.09 -3.76 1.72
H3 2.41 -1.97 1.60
H4 5.17 0.49 -0.56
H5 6.88 -1.29 -0.39
H6 3.53 4.26 0.26
H7 1.64 5.85 0.03
H8 -0.67 5.03 -0.16
H9 -2.06 3.22 0.22
O1 -1.47 2.58 -0.22
C13 -2.07 1.16 -0.05
O2 -1.28 0.22 0.11
C14 -3.46 1.20 -0.11
C15 -4.21 2.39 -0.35
C16 -5.57 2.37 -0.35
C17 -6.26 1.17 -0.12
C18 -5.55 -0.02 0.09
C19 -4.18 -0.01 0.09
N3 -7.68 1.18 -0.11
O3 -8.24 2.25 -0.28
O4 -8.24 0.11 0.07
H10 -3.73 3.33 -0.61
H11 -6.15 3.27 -0.53
H12 -6.11 -0.93 0.23
H13 -3.63 -0.92 0.24
Br1 -1.19 -5.27 1.21
C20 0.00 -4.22 0.17
C21 0.93 -4.81 -0.68
C22 1.74 -3.99 -1.44
C23 1.63 -2.62 -1.29
N4 0.76 -2.05 -0.45
C24 -0.05 -2.83 0.26
H14 1.00 -5.89 -0.76
H15 2.48 -4.40 -2.11
H16 2.26 -1.95 -1.87
H17 -0.75 -2.35 0.92

The electronic energy comes out at -4128.800606 a.u. Its charge is +1. As for the spin multiplicity: 5. As for the gap between HOMO and LUMO (alpha / beta): 6.44 / 5.64 eV. The value obtained for the highest occupied orbital energy (alpha / beta) is -9.37 / -12.15 eV.

=====

# 2
Density functional theory data (ωB97M-V/def2-TZVPD) for a single C24H17Cl2N3O5 molecule at a distorted geometry.

Atoms and positions in Å:
C1 2.65 -1.27 2.50
H1 1.72 -0.75 2.70
H2 3.25 -0.67 1.83
H3 3.19 -1.42 3.44
C2 2.33 -2.62 1.86
C3 1.48 -2.42 0.64
N1 0.72 -1.42 0.36
C4 0.16 -1.78 -0.84
N2 0.59 -2.95 -1.25
O1 1.45 -3.38 -0.30
C5 -0.78 -0.95 -1.56
C6 -1.18 0.27 -1.02
C7 -2.09 1.06 -1.70
C8 -2.60 0.65 -2.93
C9 -2.22 -0.59 -3.44
C10 -1.32 -1.38 -2.77
H4 -1.02 -2.34 -3.17
H5 -2.64 -0.92 -4.38
N3 -3.53 1.41 -3.64
C11 -3.75 2.76 -3.66
O2 -4.77 3.20 -4.15
C12 -2.67 3.65 -3.14
C13 -1.34 3.43 -3.48
C14 -0.34 4.30 -3.07
C15 -0.72 5.38 -2.31
C16 -2.06 5.62 -1.98
C17 -3.05 4.77 -2.39
H6 -4.09 4.95 -2.16
O3 -2.15 6.76 -1.24
C18 -0.83 7.25 -1.12
O4 0.06 6.37 -1.78
H7 -0.76 8.25 -1.57
H8 -0.55 7.31 -0.05
H9 0.69 4.14 -3.33
H10 -1.08 2.58 -4.08
H11 -4.19 0.88 -4.20
H12 -2.41 2.00 -1.27
H13 -0.78 0.58 -0.07
O5 1.56 -3.45 2.71
C19 2.17 -4.15 3.70
C20 1.31 -4.93 4.50
C21 1.80 -5.71 5.53
C22 3.16 -5.72 5.78
C23 4.02 -4.96 5.01
C24 3.53 -4.18 3.98
H14 4.22 -3.60 3.40
H15 5.08 -4.97 5.22
Cl1 3.77 -6.68 7.07
H16 1.12 -6.30 6.12
Cl2 -0.38 -4.91 4.16
H17 3.25 -3.15 1.54

The electronic energy comes out at -2385.611188 a.u. As for the structure (SMILES): C[C@@H](Oc1ccc(Cl)cc1Cl)c1nc(-c2ccc(NC(=O)c3ccc4c(c3)OCO4)cc2)no1. As for the gap between HOMO and LUMO: 8.62 eV. The energy above the lowest of the compared OMol25 structures with the same formula, charge and spin comes out at 0.032 eV. The value obtained for the highest occupied orbital energy is -8.34 eV.

=====

- Which value of electronic energy does entry 1 give?
  -4128.800606 a.u.